[1]
The following is a DFT calculation (wB97M-V/def2-TZVPD) of a cluster of 2 separate species, C6H13NO2 in total at a distorted geometry.

Last column: Mulliken charge in e.
CARTESIAN COORDINATES (ANGSTROEM)
C (-1.29461, -0.04374, -0.83692)  -0.1415
C (1.38054, -0.21866, -1.53958)  -1.6813
C (0.64827, 1.85268, -0.07305)  -1.3424
C (1.74275, -0.23991, 0.91478)  -1.4873
C (-3.76020, -0.53638, 0.83979)  -0.4518
C (0.86744, 0.41990, -0.18572)  0.9213
N (-0.53906, -0.17645, 0.13123)  0.6064
O (-0.75405, -0.62275, 1.28586)  -0.6590
O (-3.54453, -0.77828, -0.46244)  -0.4768
H (-1.12397, 0.29131, -1.81321)  0.3292
H (1.25519, -1.23977, -1.57994)  0.5012
H (1.00303, 0.25469, -2.44098)  0.4015
H (2.41702, 0.02790, -1.68642)  0.4800
H (-0.14736, 2.06013, -0.83485)  0.3622
H (1.57407, 2.38932, -0.26266)  0.3529
H (0.30925, 2.03627, 0.89729)  0.4070
H (1.66022, -1.31310, 0.80246)  0.4340
H (2.79123, -0.05857, 0.51692)  0.3921
H (1.53341, 0.02447, 1.93105)  0.3533
H (-4.84633, -0.56923, 0.93305)  0.2740
H (-3.38093, 0.38150, 1.15527)  0.2321
H (-3.14978, -1.29272, 1.34346)  0.1931

Computed properties:
Spin multiplicity: 1
Relative energy (zero: lowest compared OMol25 entry of this formula, charge and spin) in eV: 9.072
Max |F| in eV/Å: 5.2
LUMO (alpha / beta) in eV: -1.4 / -1.4
E_HOMO (alpha / beta) in Eh: -0.33122 / -0.33222

***

[2]
The following is a DFT calculation (wB97M-V/def2-TZVPD) of a structure of composition C20H28GdN at a distorted geometry.

Last column: Löwdin spin population.
CARTESIAN COORDINATES (ANGSTROEM)
C (1.49218, -1.22710, -1.37972)  0.5627
H (1.71793, -2.18896, -0.90247)  0.0168
H (0.97931, -1.34734, -2.33728)  0.0259
H (-0.67197, -1.64650, -0.06308)  -0.1678
C (2.71458, -0.33517, -1.47917)  0.0799
H (2.44476, 0.74145, -1.47004)  0.0123
H (3.36782, -0.48260, -0.60134)  -0.0006
C (3.53290, -0.62452, -2.75517)  0.0532
H (4.41083, 0.02611, -2.79363)  0.0098
H (3.86877, -1.66652, -2.76576)  -0.0002
H (2.92895, -0.45875, -3.65427)  0.0002
C (-1.55669, 1.90713, 0.35350)  0.1928
C (-0.55491, 2.35801, -0.57126)  0.1730
C (-0.65697, 1.54962, -1.75581)  0.0497
C (-1.70424, 0.58990, -1.55264)  0.2780
C (-2.25894, 0.81361, -0.25065)  0.0365
C (-3.33893, 0.01097, 0.39373)  -0.0045
C (-2.12461, -0.46600, -2.51902)  0.0492
C (0.16113, 1.68862, -2.99510)  0.0014
C (0.44371, 3.43581, -0.31500)  0.0305
C (-1.75678, 2.41100, 1.74400)  0.0333
Gd (0.16576, 0.03443, 0.14793)  5.4987
H (-2.53896, -1.33036, -1.98772)  0.0028
H (-2.89086, -0.08033, -3.21040)  0.0244
H (-1.27398, -0.81810, -3.11594)  0.0063
H (-3.41242, -0.98253, -0.06950)  -0.0020
H (-3.14371, -0.14093, 1.46527)  0.0003
H (-4.32096, 0.50359, 0.30211)  -0.0003
H (-0.83087, 2.82849, 2.16390)  0.0029
H (-2.52386, 3.20148, 1.76025)  0.0151
H (-2.09003, 1.60938, 2.42250)  0.0048
H (1.29990, 3.37100, -1.00030)  0.0017
H (-0.03331, 4.41703, -0.45847)  0.0134
H (0.84052, 3.40334, 0.71224)  0.0054
H (0.39675, 0.70890, -3.44329)  -0.0003
H (-0.39679, 2.27017, -3.74968)  0.0010
H (1.11177, 2.20686, -2.80887)  0.0006
N (0.69063, -0.72384, 2.27679)  -0.0093
C (0.76142, -1.52084, 3.14445)  0.0013
C (0.82786, -2.50609, 4.15373)  0.0003
C (1.59478, -2.23725, 5.30206)  0.0003
C (1.64116, -3.15468, 6.34596)  0.0000
C (0.93214, -4.36093, 6.23929)  0.0003
C (0.19315, -4.65659, 5.08669)  -0.0001
C (0.14054, -3.74179, 4.03557)  0.0002
H (2.15366, -1.29519, 5.36908)  0.0000
H (2.22571, -2.92135, 7.24146)  0.0000
H (0.95455, -5.07297, 7.06240)  0.0000
H (-0.34932, -5.60639, 5.01076)  0.0000
H (-0.42520, -3.97145, 3.12780)  -0.0001

Computed properties:
Spin multiplicity: 8
Total charge: +2
Max |F| in eV/Å: 3.4
LUMO (alpha / beta) in eV: -7.2 / -9.5
E_HOMO (alpha / beta) in Eh: -0.55569 / -0.55568

***

[3]
The following is a DFT calculation (wB97M-V/def2-TZVPD) of a cluster of 2 separate species, CH3NOS in total at a distorted geometry.

Last column: Mulliken charge in e.
CARTESIAN COORDINATES (ANGSTROEM)
C (-0.53889, 0.70025, 0.07810)  -0.0138
N (0.47054, -0.11959, 0.30780)  0.0792
O (1.17255, -0.63460, -0.67738)  -0.4398
S (-1.27408, 1.41357, 1.37969)  -0.2951
H (-0.95433, 0.91510, -0.96683)  0.3147
H (0.93513, -0.22015, 1.21160)  0.2532
H (0.18907, -2.05458, -1.33298)  0.1017

Computed properties:
Spin multiplicity: 1
Relative energy (zero: lowest compared OMol25 entry of this formula, charge and spin) in eV: 5.962
Max |F| in eV/Å: 3.4
LUMO (alpha / beta) in eV: -0.5 / -2.0
E_HOMO (alpha / beta) in Eh: -0.34356 / -0.33864

***

[4]
The following is a DFT calculation (wB97M-V/def2-TZVPD) of the molecule C8H14N2O5S at a distorted geometry.

Last column: Mulliken charge in e.
CARTESIAN COORDINATES (ANGSTROEM)
N (2.00475, -1.50097, 0.78070)  -0.7090
C (0.67103, -0.97237, 1.32381)  0.7713
C (0.77971, 0.11277, 2.49907)  -0.6118
C (-0.52976, 0.56518, 3.04981)  -0.7572
C (-0.94974, 2.01355, 3.21996)  0.5321
O (-1.81971, 2.42714, 4.19126)  -0.5828
O (-0.79505, 2.49244, 1.92929)  -0.4627
C (0.08055, -0.56794, 0.13125)  -0.1358
O (-1.03654, 0.15198, -0.05058)  -0.6472
N (0.64323, -1.08284, -1.06772)  -0.0825
C (0.30958, -0.66394, -2.40393)  0.1773
C (-1.21257, -0.94564, -2.70396)  -0.9775
S (-2.31108, 0.52378, -3.03177)  -0.2854
C (0.82221, 0.80484, -2.79128)  0.4732
O (2.05186, 0.86560, -2.51054)  -0.5464
O (0.18761, 1.43585, -3.93789)  -0.4439
H (2.48839, -1.74921, 1.53613)  0.2192
H (2.47118, -0.82369, 0.08628)  0.2520
H (0.16388, -1.82307, 1.73997)  0.2496
H (1.35531, -0.42393, 3.40050)  0.2852
H (1.64580, 1.07394, 2.24914)  0.2306
H (-0.94573, 0.10697, 3.97745)  0.4644
H (-1.51118, 0.31267, 2.45658)  0.2487
H (-0.52053, 1.83507, 1.32108)  0.3710
H (1.52342, -1.62061, -0.78623)  0.4064
H (0.82889, -1.22343, -3.31315)  0.3321
H (-1.24639, -1.27816, -3.83552)  0.3705
H (-1.56347, -1.62575, -1.89412)  0.3779
H (-2.80260, 0.49625, -1.59804)  0.1824
H (-0.78304, 1.08352, -3.96755)  0.2980

Computed properties:
Spin multiplicity: 1
Relative energy (zero: lowest compared OMol25 entry of this formula, charge and spin) in eV: 8.002
Max |F| in eV/Å: 11.3
LUMO in eV: -0.2
SMILES: N[C@@H](CCC(=O)O)C(=O)N[C@@H](CS)C(=O)O
E_HOMO in Eh: -0.35130

***

[5]
The following is a DFT calculation (wB97M-V/def2-TZVPD) of the molecule C4H6N2O at a distorted geometry.

Last column: Mulliken charge in e.
CARTESIAN COORDINATES (ANGSTROEM)
H (2.05843, -0.40881, -1.89100)  0.2262
N (1.41911, -0.26057, -1.11473)  -0.5585
C (0.92468, 0.90072, -1.18255)  0.1168
O (0.01640, 1.42770, -0.35142)  -0.3802
C (-0.58564, 0.77655, 0.77068)  -0.4182
C (-0.34186, -0.71569, 1.01946)  -0.5180
C (-1.04329, -1.56081, 0.04975)  0.3044
N (-1.65873, -2.19701, -0.69427)  -0.4277
H (1.16302, 1.66082, -1.93340)  0.3799
H (-1.66027, 0.93738, 0.64097)  0.3018
H (-0.26406, 1.33350, 1.65634)  0.2964
H (0.72009, -0.95952, 1.01506)  0.3409
H (-0.74788, -0.93427, 2.01510)  0.3361

Computed properties:
Spin multiplicity: 1
Relative energy (zero: lowest compared OMol25 entry of this formula, charge and spin) in eV: 1.642
Max |F| in eV/Å: 1.1
LUMO in eV: 0.8
SMILES: [H]/N=C/OCCC#N
E_HOMO in Eh: -0.38316

***

[6]
The following is a DFT calculation (wB97M-V/def2-TZVPD) of a structure of composition C19H15AsCl6MoN3O2.

Last column: Löwdin spin population.
CARTESIAN COORDINATES (ANGSTROEM)
Mo (0.21381, 0.13325, -0.72288)  1.8094
C (-2.51191, 0.09699, 3.01670)  0.0022
As (-0.67562, -0.22375, 2.60052)  0.0113
C (-0.40409, -2.11457, 2.48937)  0.0019
C (0.42844, 0.49990, 3.97698)  0.0022
O (-0.33251, 0.59999, 1.16470)  0.0785
H (-2.70626, -0.22181, 4.04018)  0.0003
H (-3.14350, -0.46734, 2.33353)  0.0003
H (-2.71304, 1.16143, 2.91476)  0.0001
H (-0.85895, -2.56814, 3.37014)  0.0002
H (0.66162, -2.33385, 2.46855)  0.0002
H (-0.88243, -2.50556, 1.59205)  0.0003
H (0.07190, 0.15415, 4.94626)  0.0003
H (0.37665, 1.58545, 3.92118)  0.0001
H (1.45549, 0.17540, 3.81821)  0.0000
Cl (2.79294, 1.22531, 1.23520)  0.0076
C (2.69894, -0.49559, 1.04763)  0.0122
C (1.73582, -1.04117, 0.20326)  -0.0237
C (1.75517, -2.41480, 0.03159)  0.0158
Cl (0.55208, -3.10275, -1.01806)  0.0085
C (2.65886, -3.25121, 0.67793)  -0.0053
Cl (2.61557, -4.94412, 0.42956)  -0.0034
C (3.59806, -2.67988, 1.53713)  0.0193
Cl (4.72649, -3.67334, 2.35117)  0.0074
C (3.62284, -1.29399, 1.71961)  -0.0047
Cl (4.78414, -0.58804, 2.76340)  -0.0034
Cl (0.20027, -0.38887, -3.29145)  0.0195
C (-1.43844, 0.26581, -3.39965)  0.0022
C (-1.83177, 0.89437, -4.56136)  0.0013
C (-3.09768, 1.46076, -4.59714)  -0.0040
C (-3.91751, 1.39839, -3.47904)  0.0010
C (-3.48666, 0.76101, -2.32607)  -0.0045
C (-2.23254, 0.15914, -2.26544)  0.0000
C (-1.73976, -0.55800, -1.04495)  -0.0323
H (-1.16457, 0.95004, -5.41020)  0.0002
H (-3.43383, 1.96030, -5.49494)  -0.0002
H (-4.89909, 1.85124, -3.50439)  0.0001
H (-4.13397, 0.71503, -1.45930)  -0.0001
H (-1.65599, -1.63398, -1.22449)  -0.0008
H (-2.39624, -0.37197, -0.19638)  0.0058
O (0.08986, 2.07172, -1.08322)  0.0207
N (0.78208, 3.18500, -1.12289)  -0.0158
C (2.02895, 3.14275, -1.46573)  0.0252
C (2.63523, 1.90293, -1.86370)  0.0101
N (2.97876, 0.84452, -2.15581)  0.0201
C (2.77809, 4.36165, -1.47490)  0.0021
N (3.41431, 5.31622, -1.48764)  0.0121

Computed properties:
Spin multiplicity: 3
Total charge: +1
Relative energy (zero: lowest compared OMol25 entry of this formula, charge and spin) in eV: 0.500
Max |F| in eV/Å: 0.7
LUMO (alpha / beta) in eV: -4.1 / -4.0
E_HOMO (alpha / beta) in Eh: -0.43182 / -0.44621